H22O11 | ωB97M-V with the def2-TZVPD basis set

Geometry as XYZ:
```
33
Properties=species:S:1:pos:R:3:lowdin_charge:R:1
O -0.417 3.601 2.850 -0.03
H -0.048 2.935 2.275 -0.02
H -0.603 3.021 3.574 0.03
O -1.859 -1.319 0.238 -0.05
H -2.390 -2.025 0.681 0.09
H -1.551 -0.814 0.986 0.01
O 0.722 -0.972 2.169 -0.03
H 0.328 -1.722 2.547 0.01
H 1.051 -1.238 1.294 0.01
O 1.711 2.416 0.855 -0.03
H 1.113 1.773 0.450 -0.03
H 2.320 2.556 0.173 0.01
O 1.259 -2.317 -0.378 -0.03
H 0.937 -2.234 -1.280 0.03
H 0.797 -2.939 0.157 0.04
O 0.227 0.610 -0.366 -0.11
H -0.213 -0.104 -0.873 0.03
H -0.442 0.844 0.308 0.00
O -1.516 1.246 1.537 -0.05
H -1.318 2.208 1.273 0.12
H -1.668 1.077 2.440 0.05
O 3.166 0.247 -0.821 -0.04
H 3.379 0.190 0.083 0.01
H 2.246 -0.073 -0.809 0.00
O -0.520 2.436 -2.525 -0.06
H -1.412 2.018 -2.523 0.06
H 0.083 1.836 -2.122 -0.03
O -1.457 -3.288 -1.494 -0.04
H -1.257 -2.568 -0.929 -0.05
H -2.133 -3.804 -1.056 0.05
O -0.347 -0.966 -2.648 -0.03
H 0.383 -0.745 -3.231 0.07
H -0.569 -1.886 -2.834 0.04
```

Properties
HOMO-LUMO gap, eV: 10.3
Net charge: 0
Spin multiplicity: 1
Structure (SMILES): O.O.O.O.O.O.O.O.O.O.O
Calculated total energy, eV: -22879.355
ΔE to the lowest compared entry with this formula, charge and spin, kJ/mol: 208.3
E_LUMO, eV: -0.393

***

H22O11 | ωB97M-V with the def2-TZVPD basis set

Geometry as XYZ:
```
33
Properties=species:S:1:pos:R:3:lowdin_charge:R:1
O -0.447 -0.413 0.122 -0.05
H -0.296 -0.777 -0.757 0.01
H -0.667 0.511 -0.041 0.04
O 1.789 -0.300 -2.946 -0.04
H 1.106 -0.638 -2.355 0.01
H 1.375 0.459 -3.372 0.02
O -0.435 -3.114 -0.871 -0.05
H -0.426 -3.228 0.086 0.04
H -1.162 -3.673 -1.167 0.05
O 1.068 3.192 -0.127 -0.06
H 0.782 2.622 -0.850 0.00
H 1.886 2.786 0.183 0.02
O -1.147 2.128 -4.647 -0.05
H -1.277 1.311 -4.153 0.03
H -0.441 2.580 -4.171 0.03
O -3.320 -1.472 2.864 -0.07
H -3.935 -1.653 2.144 0.04
H -2.454 -1.652 2.483 0.01
O 0.607 -1.285 2.185 -0.07
H 0.220 -2.092 2.541 0.04
H 0.764 -1.489 1.256 0.01
O 2.816 -2.803 -0.826 -0.06
H 2.917 -3.244 -1.677 0.04
H 3.622 -3.029 -0.348 0.04
O 2.672 0.979 2.012 -0.06
H 2.171 0.537 2.707 0.02
H 3.184 0.270 1.605 0.03
O -1.960 0.403 3.312 -0.07
H -2.326 1.030 2.679 0.04
H -1.086 0.756 3.514 0.04
O -1.638 3.088 -0.842 -0.04
H -2.503 2.786 -0.544 0.05
H -1.486 2.597 -1.656 0.02
```

Properties
HOMO-LUMO gap, eV: 10.0
Net charge: 0
Spin multiplicity: 1
Structure (SMILES): O.O.O.O.O.O.O.O.O.O.O
Calculated total energy, eV: -22878.298
ΔE to the lowest compared entry with this formula, charge and spin, kJ/mol: 310.2
E_LUMO, eV: -0.495

***

H22O11 | ωB97M-V with the def2-TZVPD basis set

Geometry as XYZ:
```
33
Properties=species:S:1:pos:R:3:lowdin_charge:R:1
O -1.358 -0.637 -0.672 -0.06
H -0.399 -0.549 -0.692 0.03
H -1.641 0.018 -0.024 0.00
O -1.110 1.912 -0.688 -0.04
H -0.818 2.782 -0.392 0.04
H -1.800 1.670 -0.060 0.01
O 0.201 -0.892 2.630 -0.04
H -0.524 -0.947 3.263 0.04
H -0.234 -0.925 1.771 0.01
O 2.518 1.720 -1.252 -0.06
H 2.478 2.325 -2.002 0.05
H 3.380 1.894 -0.857 0.04
O -2.987 0.767 2.201 -0.03
H -3.432 0.587 1.366 0.02
H -2.211 0.195 2.181 0.01
O -4.356 0.460 -1.479 -0.04
H -3.643 -0.182 -1.569 0.01
H -4.695 0.310 -0.589 0.03
O -2.407 -2.353 -1.689 -0.07
H -1.960 -2.958 -1.087 0.04
H -2.236 -2.723 -2.563 0.05
O 1.626 -1.943 -1.012 -0.03
H 0.910 -2.561 -0.830 0.05
H 1.255 -1.082 -0.790 0.02
O 3.945 -0.408 -2.014 -0.07
H 4.844 -0.550 -1.697 0.04
H 3.395 -0.886 -1.383 0.00
O 1.177 3.937 0.886 -0.06
H 1.776 4.680 0.750 0.04
H 1.240 3.431 0.068 -0.01
O 2.409 -2.163 2.405 -0.07
H 2.916 -2.098 3.222 0.04
H 1.740 -2.829 2.596 0.03
```

Properties
HOMO-LUMO gap, eV: 10.5
Net charge: 0
Spin multiplicity: 1
Structure (SMILES): O.O.O.O.O.O.O.O.O.O.O
Calculated total energy, eV: -22877.728
ΔE to the lowest compared entry with this formula, charge and spin, kJ/mol: 365.3
E_LUMO, eV: -0.070

***

H22O11 | ωB97M-V with the def2-TZVPD basis set

Geometry as XYZ:
```
33
Properties=species:S:1:pos:R:3:lowdin_charge:R:1
O -0.079 0.158 0.385 -0.10
H -0.023 -0.112 -0.607 0.08
H 0.790 0.563 0.412 0.01
O 1.432 -2.006 0.120 -0.06
H 2.230 -2.213 -0.367 0.06
H 1.770 -1.563 0.907 0.04
O -0.241 0.602 -3.356 -0.13
H -0.537 0.220 -4.260 0.10
H 0.711 0.781 -3.488 0.05
O -1.035 1.667 4.506 -0.04
H -1.541 2.014 5.297 0.08
H -0.287 1.435 4.968 -0.04
O 0.198 -4.089 -0.682 -0.08
H -0.211 -4.403 -1.533 0.05
H 0.219 -3.141 -0.861 -0.01
O -1.721 -2.309 3.055 -0.06
H -1.414 -3.039 3.590 0.02
H -0.941 -1.888 2.642 0.03
O 1.571 -0.202 3.850 -0.04
H 1.795 -0.636 3.029 0.01
H 0.950 0.509 3.606 0.03
O -3.522 2.981 -0.798 -0.04
H -4.416 3.244 -1.062 0.04
H -3.456 3.087 0.123 0.00
O -0.137 2.619 -3.870 -0.07
H 0.062 3.452 -3.406 0.06
H -0.992 2.525 -3.584 0.00
O -1.800 -2.698 -3.166 -0.05
H -1.627 -3.557 -3.601 0.05
H -1.748 -2.886 -2.246 0.00
O 4.681 2.698 0.441 -0.05
H 5.019 3.607 0.363 0.05
H 4.299 2.578 -0.407 0.00
```

Properties
HOMO-LUMO gap, eV: 9.6
Net charge: 0
Spin multiplicity: 1
Structure (SMILES): O.O.O.O.O.O.O.O.O.O.O
Calculated total energy, eV: -22876.944
ΔE to the lowest compared entry with this formula, charge and spin, kJ/mol: 440.9
E_LUMO, eV: -0.053

***

H22O11 | ωB97M-V with the def2-TZVPD basis set

Geometry as XYZ:
```
33
Properties=species:S:1:pos:R:3:lowdin_charge:R:1
O 2.109 2.061 -1.028 -0.06
H 1.166 2.209 -0.845 0.00
H 2.304 2.660 -1.755 0.04
O -1.250 1.870 2.260 -0.08
H -1.395 1.285 3.009 0.02
H -0.852 1.297 1.572 -0.02
O -0.930 2.968 -0.885 -0.07
H -1.164 3.455 -1.681 0.04
H -1.718 2.422 -0.684 0.02
O -2.148 -1.326 1.918 -0.06
H -1.310 -1.013 1.527 0.00
H -1.882 -1.903 2.644 0.04
O 3.306 -1.911 2.317 -0.08
H 2.852 -1.158 1.910 -0.02
H 3.292 -2.589 1.637 0.01
O 2.347 -1.744 -0.496 -0.04
H 1.465 -2.063 -0.721 0.03
H 2.937 -2.212 -1.098 0.05
O -0.209 -0.626 -2.301 -0.04
H 0.008 0.076 -2.929 0.08
H -0.630 -1.314 -2.829 0.05
O -2.735 0.739 -0.964 -0.05
H -3.380 0.820 -1.675 0.06
H -2.109 0.081 -1.282 -0.02
O -0.110 0.059 0.443 -0.07
H -0.471 -0.206 -0.420 0.01
H 0.855 -0.026 0.340 0.03
O 2.362 0.740 1.670 -0.05
H 1.984 1.583 1.385 0.05
H 2.514 0.847 2.617 0.07
O -2.555 -2.011 -1.121 -0.04
H -2.075 -2.626 -0.550 0.05
H -2.579 -2.444 -1.984 0.05
```

Properties
HOMO-LUMO gap, eV: 9.7
Net charge: 0
Spin multiplicity: 1
Structure (SMILES): O.O.O.O.O.O.O.O.O.O.O
Calculated total energy, eV: -22880.056
ΔE to the lowest compared entry with this formula, charge and spin, kJ/mol: 140.7
E_LUMO, eV: -0.450

***

H22O11 | ωB97M-V with the def2-TZVPD basis set

Geometry as XYZ:
```
33
Properties=species:S:1:pos:R:3:lowdin_charge:R:1
H -0.003 0.196 0.060 0.01
H -0.305 -0.023 1.533 0.04
H -0.351 -1.986 4.325 -0.01
H -1.718 -2.095 4.980 0.04
H -0.926 4.167 0.357 0.03
H -0.267 3.636 1.620 0.04
H 3.988 2.079 0.753 0.03
H 2.591 2.493 0.320 0.02
H -2.251 -2.407 -1.372 0.02
H -3.642 -2.788 -1.851 0.04
H 1.594 0.476 -3.215 0.01
H 0.820 1.047 -4.391 0.04
H -0.044 1.418 -1.604 0.01
H -0.478 2.702 -2.293 0.05
H 1.358 -2.636 -2.476 0.06
H 1.303 -4.151 -2.578 0.07
H 0.272 -3.244 -0.288 0.06
H 1.655 -3.798 0.014 0.05
H -2.916 2.361 -0.687 0.04
H -3.228 3.807 -1.035 0.04
H 1.389 -0.725 4.904 0.04
H 1.115 -0.459 3.433 0.02
O 0.220 -0.373 0.805 -0.04
O -0.930 -2.611 4.777 -0.06
O -0.259 3.540 0.661 -0.06
O 3.290 2.715 0.945 -0.06
O -3.124 -2.036 -1.541 -0.06
O 1.673 0.665 -4.157 -0.05
O -0.821 1.959 -1.783 -0.07
O 0.754 -3.382 -2.391 -0.11
O 1.108 -3.475 -0.710 -0.14
O -2.904 2.985 -1.421 -0.07
O 1.037 -0.057 4.306 -0.05
```

Properties
HOMO-LUMO gap, eV: 7.8
Net charge: 0
Spin multiplicity: 1
Calculated total energy, eV: -22874.985
ΔE to the lowest compared entry with this formula, charge and spin, kJ/mol: 629.9
E_LUMO, eV: -0.164

***

Question: Look up the HOMO-LUMO gap of the second one.
Answer: 10.0 eV